Entry from the Open Molecules 2025 dataset: the molecule C7H9N3S (the ωB97M-V functional and the def2-TZVPD basis).

Output
SMILES string ... CN(C)[C@H](C#N)c1cncs1
Highest occupied orbital energy ... -9.1 eV
Frontier orbital gap ... 9.73 eV
Lowest unoccupied orbital energy ... 0.0220 hartree
Relative energy (zero: lowest compared OMol25 entry of this formula, charge and spin) ... 85.3 kcal/mol
Strongest force on any atom ... 0.0974 Eh/bohr

Geometry as ORCA input:
```
! RIJCOSX wB97M-V def2-TZVPD def2/J DEFGRID3
* xyz 0 1
S 0.025 0.581 -3.677
H -0.795 -1.468 0.923
C -0.959 -0.263 1.231
H 1.330 -0.401 1.622
H 1.717 0.145 -0.056
H 0.702 -1.829 -1.058
N 0.725 -1.833 -3.014
C 1.267 0.462 0.913
C -0.434 1.148 -0.633
N -2.804 1.866 -1.222
C 0.521 -1.064 -4.050
H 0.207 1.982 -1.004
H 1.803 1.263 1.405
H -1.955 0.095 1.083
C -1.776 1.477 -0.891
C 0.438 -1.211 -1.866
H -0.844 -0.276 2.344
C 0.060 0.073 -2.026
N -0.122 0.704 0.645
H 1.015 -1.384 -4.990
*
```